ORCA calculation (ωB97M-V/def2-TZVPD) on a structure of composition C13H38O9.

Last column: natural (NBO) charge in e.
Element x y z (Å)
C (1.75, 2.33, 4.25)  -0.255
O (1.32, 1.02, 4.00)  -0.518
C (0.76, 0.89, 2.75)  -0.160
C (-0.84, 0.97, 2.60)  -0.091
O (-1.51, 0.00, 3.43)  -0.542
C (-1.55, -1.32, 2.83)  -0.286
H (0.97, 3.06, 4.10)  0.158
H (2.45, 2.75, 3.53)  0.169
H (2.16, 2.38, 5.26)  0.197
H (0.94, -0.16, 2.56)  0.182
H (1.31, 1.41, 1.96)  0.206
H (-1.01, 0.90, 1.53)  0.161
H (-1.17, 1.97, 2.87)  0.171
H (-1.81, -1.39, 1.77)  0.233
H (-2.07, -1.99, 3.51)  0.186
H (-0.52, -1.69, 2.79)  0.137
C (2.07, 2.20, -3.09)  -0.253
O (1.01, 1.41, -3.69)  -0.558
C (0.77, 0.14, -3.04)  -0.062
C (-0.38, -0.48, -3.79)  -0.074
O (-0.99, -1.33, -2.82)  -0.562
C (-2.23, -1.85, -3.14)  -0.247
H (2.17, 3.06, -3.75)  0.191
H (3.02, 1.66, -3.01)  0.189
H (1.66, 2.65, -2.19)  0.173
H (0.44, 0.40, -2.04)  0.148
H (1.61, -0.56, -3.05)  0.182
H (-0.01, -1.04, -4.65)  0.178
H (-1.03, 0.32, -4.14)  0.184
H (-2.71, -2.29, -2.27)  0.196
H (-2.20, -2.59, -3.94)  0.172
H (-2.84, -1.05, -3.55)  0.163
C (-3.48, -0.80, -0.12)  -0.267
O (-2.48, -1.68, 0.46)  -0.548
C (-1.32, -1.95, -0.33)  -0.099
C (-0.28, -2.55, 0.62)  -0.083
O (0.97, -2.92, 0.05)  -0.533
C (1.66, -1.86, -0.70)  -0.266
H (-4.51, -1.11, 0.08)  0.199
H (-3.44, -0.53, -1.17)  0.186
H (-3.50, 0.23, 0.21)  0.161
H (-0.91, -1.04, -0.79)  0.195
H (-1.50, -2.53, -1.23)  0.179
H (-0.65, -3.47, 1.08)  0.188
H (-0.05, -1.86, 1.43)  0.177
H (1.18, -1.39, -1.56)  0.168
H (2.54, -2.21, -1.25)  0.185
H (2.02, -1.03, -0.10)  0.168
O (0.41, 0.74, -0.05)  -0.935
H (0.12, 1.43, 0.55)  0.524
H (-0.02, 0.94, -0.88)  0.493
O (-1.24, 2.20, -0.23)  -0.958
H (-2.14, 2.30, 0.05)  0.494
H (-1.02, 3.04, -0.63)  0.491
C (2.97, 0.58, 1.42)  -0.281
O (2.41, 1.51, 0.50)  -0.787
H (2.81, -0.41, 1.00)  0.152
H (3.99, 0.95, 1.48)  0.187
H (2.33, 0.60, 2.31)  0.186
H (1.61, 1.05, 0.24)  0.455

Summary:
E_LUMO (eV): -0.12
Total energy (eV): -32512.9657
Kohn-Sham gap (hartree): 0.3091
HOMO (eV): -8.528